# C31H27N9O2RuSi

C31H27N9O2RuSi as an isolated structure (ωB97M-V/def2-TZVPD, the OMol25 dataset).

Geometry (Å):
Ru -0.40839 -1.27320 -0.55171
N -0.47025 -3.97760 1.53477
C -0.16386 -4.30942 0.28320
N 0.05488 -5.58489 -0.00051
C 0.38002 -5.86078 -1.26109
N 0.57175 -7.12779 -1.60298
N 0.55399 -4.93436 -2.25059
C 0.32104 -3.71336 -1.88745
N -0.08150 -3.31372 -0.64279
C 0.55342 -2.60697 -2.86683
C 0.77657 -2.82083 -4.20822
C 1.00303 -1.71873 -5.02427
C 1.03006 -0.45553 -4.46024
C 0.77830 -0.31587 -3.10463
N 0.53364 -1.37052 -2.32638
H -0.53008 -4.71756 2.21332
H -0.65287 -3.02091 1.79878
H 0.46544 -7.85272 -0.91447
H 0.82806 -7.35523 -2.54777
H 0.76355 -3.83042 -4.59147
H 1.14569 -1.84546 -6.08802
H 1.20505 0.42517 -5.06074
H 0.76815 0.64862 -2.61304
O 0.34292 0.39682 -0.02161
Si 0.61061 1.65281 1.02271
C 0.35249 0.91027 2.72741
C -0.84215 1.08746 3.43440
C -1.05802 0.45414 4.65396
C -0.07619 -0.36480 5.19033
C 1.12231 -0.54923 4.50896
C 1.33001 0.08193 3.29251
C 2.35826 2.24084 0.83563
C 3.11507 1.95933 -0.30222
C 4.40114 2.45597 -0.45272
C 4.95352 3.25151 0.54144
C 4.22307 3.53578 1.68669
C 2.93973 3.03061 1.83190
C -0.70859 2.92391 0.72032
C -1.95787 2.54194 0.22237
C -3.00352 3.44627 0.12457
C -2.81535 4.76102 0.52915
C -1.58224 5.16275 1.02350
C -0.54077 4.25252 1.11978
H -1.60857 1.74566 3.03511
H -1.98357 0.61512 5.19214
H -0.23477 -0.84572 6.14693
H 1.89588 -1.17435 4.93622
H 2.27482 -0.06021 2.77721
H 2.69681 1.33118 -1.08015
H 4.97443 2.22599 -1.34142
H 5.95406 3.64697 0.42555
H 4.65594 4.14693 2.46773
H 2.38939 3.24492 2.74282
H -2.11868 1.52065 -0.10854
H -3.95801 3.13456 -0.27946
H -3.62574 5.47335 0.45010
H -1.43198 6.18994 1.32906
H 0.41843 4.58985 1.49791
C -2.79498 -1.31371 1.57967
O -1.37083 -1.21833 1.35449
H -2.97510 -1.28317 2.65187
H -3.11894 -2.26387 1.16482
H -3.31024 -0.49637 1.07800
H -1.02540 -0.39508 1.75233
N -2.05298 -0.70564 -1.42989
C -2.28777 -0.01267 -2.36141
C -2.65993 0.70642 -3.44403
C -2.51105 0.07796 -4.71574
N -2.34500 -0.42119 -5.73938
C -3.05591 2.07046 -3.33823
N -3.38039 3.17055 -3.25967

Its LUMO energy (alpha / beta) is -0.16337 / -0.16546 hartree. Its HOMO-LUMO gap (alpha / beta) is 6.798 / 6.825 eV. The calculation puts the HOMO energy (alpha / beta) at -11.2435 / -11.3273 eV. As for the net charge: +1. As for the multiplicity: 2.

***

# C31H27NO2

A 2-piece molecular cluster, C31H27NO2 overall (ωB97M-V/def2-TZVPD, the OMol25 dataset).

Geometry (Å):
C -4.79785 0.08494 2.23603
C -3.98624 1.21997 2.10374
C -2.60709 1.08965 2.01841
C -1.98728 -0.19167 2.04426
C -0.58662 -0.36471 1.88138
C 0.38073 0.66892 2.06955
C 1.83399 0.27658 2.23390
C 2.79212 1.30301 2.27809
C 4.15143 1.01745 2.24106
C 4.58629 -0.31557 2.24449
C 3.64428 -1.34716 2.30970
C 2.27763 -1.05040 2.31086
O 0.10855 1.89179 2.01705
C -2.83525 -1.33509 2.18378
C -4.21217 -1.19198 2.28184
H -5.88050 0.19272 2.30696
H -4.42724 2.21733 2.06711
H -1.96437 1.95937 1.91531
H -0.24493 -1.38857 1.75854
H 2.45689 2.33959 2.30827
H 4.87080 1.83733 2.20971
H 5.65221 -0.54011 2.21103
H 3.96525 -2.38864 2.36132
H 1.54447 -1.85230 2.37947
H -2.36853 -2.32611 2.21108
H -4.84114 -2.08014 2.38802
C -4.23488 -4.07609 -2.66304
O -4.47732 -2.65418 -2.76113
C -3.55223 -1.81423 -2.22753
C -2.36784 -2.26047 -1.59241
C -1.43253 -1.33111 -1.17972
C -1.66497 0.05638 -1.30839
C -0.69334 1.01778 -0.88363
C 0.65864 0.90760 -1.17392
C 1.68009 1.92941 -0.92884
C 1.63705 3.19174 -0.37074
C 2.83952 3.90213 -0.21822
C 4.06351 3.35567 -0.63711
C 4.11455 2.08995 -1.24119
C 2.91117 1.40610 -1.37558
N 2.67006 0.13169 -1.90069
C 3.65469 -0.72482 -2.53474
C 1.34820 -0.16486 -1.79266
C -2.90537 0.48102 -1.85990
C -3.80835 -0.42458 -2.35297
H -5.08311 -4.52312 -3.18056
H -3.29316 -4.35444 -3.15836
H -4.21155 -4.39931 -1.61297
H -2.18310 -3.32884 -1.44813
H -0.50475 -1.67610 -0.72622
H -1.04025 1.97909 -0.50969
H 0.67919 3.59532 -0.05062
H 2.82376 4.89316 0.24245
H 4.98305 3.92023 -0.48583
H 5.04032 1.63466 -1.58584
H 4.64641 -0.29254 -2.38174
H 3.61606 -1.73163 -2.09694
H 3.46003 -0.81464 -3.61462
H 0.93621 -1.08326 -2.19217
H -3.10126 1.55264 -1.92912
H -4.73394 -0.11652 -2.83817

Its LUMO energy is -0.06162 hartree. Its HOMO-LUMO gap is 3.993 eV. The calculation puts the HOMO energy at -5.6698 eV.

***

# C31H28BiBrN5O4SSi

C31H28BiBrN5O4SSi as an isolated structure (ωB97M-V/def2-TZVPD, the OMol25 dataset).

Geometry (Å):
Bi 0.48257 0.66013 -1.12720
O 3.36356 2.11048 1.54702
C 2.71964 1.85129 0.53430
O 1.38631 1.89859 0.40656
C 3.46494 1.36215 -0.63117
C 4.71907 0.83058 -0.48107
C 5.32055 0.10718 -1.50759
C 4.76569 0.15220 -2.75037
C 5.32663 -0.51982 -3.87260
C 4.72275 -0.41309 -5.13774
C 3.46104 0.24407 -5.27728
C 2.88786 0.84407 -4.20602
C 3.47396 0.82633 -2.95026
N 2.87041 1.34362 -1.84826
H 5.15152 0.90450 0.51772
H 6.26742 -0.41774 -1.31966
H 6.23150 -1.12377 -3.76867
H 5.17985 -0.94437 -5.99300
H 3.11783 0.29465 -6.26062
H 1.93886 1.42202 -4.31467
C -5.66264 -1.90110 -1.14727
Si -4.14414 -2.63718 -0.22297
C -4.85519 -3.55218 1.23906
C -3.11371 -3.76352 -1.29563
C -3.08181 -1.27154 0.60152
C -2.94356 -1.13678 1.94902
C -1.99638 -0.25050 2.50060
C -1.23223 0.53707 1.70249
N -1.45070 0.55103 0.35034
C -2.28280 -0.36751 -0.20162
S -2.41256 -0.57119 -1.93357
H -6.47025 -1.80720 -0.46538
H -5.92765 -2.54776 -2.02066
H -5.38674 -0.90629 -1.55528
H -5.30897 -4.53284 0.88976
H -5.63402 -2.95933 1.73584
H -4.09993 -3.78380 1.99927
H -2.99006 -4.77534 -0.83804
H -2.11950 -3.30619 -1.37362
H -3.49958 -3.80115 -2.37384
H -3.50608 -1.76378 2.67189
H -1.77401 -0.18253 3.54274
H -0.52584 1.24226 2.05731
N -3.96723 5.79813 1.54945
C -2.73974 5.42934 1.17647
C -2.34659 5.32194 -0.18715
C -1.02511 4.97693 -0.44980
N -0.16051 4.78908 0.53465
C -0.58863 4.77731 1.80407
C -1.88763 5.05901 2.23760
H -4.67972 6.12041 0.85498
H -4.14196 5.75792 2.54868
H -3.06328 5.59894 -0.96542
H -0.58939 4.91217 -1.41619
H 0.18915 4.33706 2.46411
H -2.22700 4.92330 3.28345
Br 3.11578 -4.54606 5.62168
C 2.59589 -3.81415 3.95292
C 1.27068 -3.93043 3.41434
C 0.99840 -3.27461 2.25182
C 2.00903 -2.56532 1.56848
C 3.29639 -2.52564 2.04074
C 3.62198 -3.18023 3.25860
C 1.74869 -1.82544 0.30129
O 2.44637 -1.88723 -0.68653
O 0.70462 -1.03387 0.46843
H 0.55086 -4.51016 3.96222
H -0.02489 -3.28413 1.75995
H 4.14629 -2.11360 1.52195
H 4.61905 -3.18968 3.66452
N -0.22497 3.33602 -3.39984
C -0.08012 2.59726 -2.50689

Its LUMO energy is 0.05549 hartree. Its HOMO-LUMO gap is 6.449 eV. The calculation puts the HOMO energy at -4.9394 eV. As for the net charge: -1.

***

# C31H28Br2F17O13P3

A 3-piece molecular cluster, C31H28Br2F17O13P3 overall (ωB97M-V/def2-TZVPD, the OMol25 dataset).

Geometry (Å):
C 2.05070 -2.40460 2.68213
C 1.44736 -1.18792 1.97287
C 0.22530 -1.44537 1.06851
Br 0.15237 -3.27984 0.37700
C -0.09883 -0.35764 -0.01110
C 1.03760 0.05784 -0.98938
F 2.10883 0.59859 -0.31189
F 0.54807 1.01397 -1.79628
C 1.66853 -1.00072 -1.97394
F 1.95610 -0.41560 -3.16777
F 0.81117 -1.99845 -2.21141
C 3.02014 -1.65793 -1.55076
F 3.22253 -2.68869 -2.39568
F 2.91944 -2.17006 -0.30590
C 4.32446 -0.74764 -1.63539
F 5.11649 -1.22619 -2.62267
F 4.03510 0.52584 -1.91893
C 5.19352 -0.77727 -0.34597
F 4.48579 -0.28428 0.68579
F 5.51394 -2.05195 -0.07989
C 6.53907 0.05742 -0.46556
F 7.58685 -0.79300 -0.40390
F 6.60487 0.70099 -1.63704
C 6.78487 1.12547 0.64099
F 7.86810 1.83205 0.24394
F 5.75639 1.97115 0.71976
C 7.12044 0.54605 2.06136
F 8.44501 0.43137 2.21653
F 6.57978 -0.66258 2.24345
F 6.65330 1.37054 3.00079
O -1.14308 -0.78556 -0.77261
P -2.69646 0.14711 -0.64447
C -3.44679 -1.33399 0.35074
C -3.49306 -2.71374 -0.30674
C -3.65593 -3.89987 0.68352
O -3.59668 -3.57788 2.07326
C -3.14703 -0.65606 -2.37503
C -2.91243 0.24084 -3.51963
O -1.90339 0.68476 -3.93240
Br -4.55761 0.69074 -4.59949
C -4.34395 1.20108 -0.49403
O -5.21321 0.87562 -1.32467
O -4.36818 2.06424 0.39810
O -1.98771 0.74825 0.89067
C -0.62458 0.87068 0.87434
P -0.08936 2.63828 0.49147
P -0.81728 3.57590 2.31730
O -1.25687 2.68564 3.39794
O -1.85720 4.72009 1.86283
O 0.46455 4.46270 2.80533
H 2.71689 -2.05499 3.48022
H 2.65290 -3.01221 1.99948
H 1.28269 -3.03691 3.13502
H 2.23965 -0.70033 1.40378
H 1.11152 -0.49727 2.75197
H -0.67233 -1.40734 1.69235
H -2.02762 1.23899 -1.31923
H -4.46609 -1.00519 0.59688
H -2.88502 -1.37385 1.28466
H -2.59862 -2.89164 -0.90817
H -4.35388 -2.74639 -0.98438
H -2.84878 -4.62756 0.54301
H -4.60213 -4.42552 0.47263
H -4.28661 -2.92636 2.24750
H -2.42989 -1.46896 -2.52913
H -4.16963 -1.01615 -2.37387
H -0.25481 0.74736 1.89950
H -1.11353 2.99762 -0.39660
H -1.38852 5.49689 1.52826
H 0.42570 5.38749 2.52652
C -2.04946 -8.53066 -0.53274
C -1.86728 -7.34750 -1.11242
C -3.01430 -6.56557 -1.64686
O -2.84875 -5.49268 -2.17454
C -4.37240 -7.15234 -1.49284
C -4.54976 -8.33614 -0.91290
C -3.40329 -9.11928 -0.39067
O -3.56789 -10.20337 0.13383
H -1.23202 -9.11897 -0.13535
H -0.89221 -6.88992 -1.22402
H -5.19011 -6.55603 -1.87758
H -5.52703 -8.78540 -0.78872
C 0.88487 8.59472 0.28491
C 1.01291 9.73460 -0.39906
C -0.09850 10.70378 -0.49902
O 0.02104 11.74677 -1.11980
C -1.35903 10.35364 0.18737
C -1.48808 9.21371 0.87136
C -0.37380 8.25557 0.97121
O -0.49345 7.21642 1.60596
H 1.68498 7.86991 0.36796
H 1.92747 10.00401 -0.91182
H -2.16424 11.07194 0.10010
H -2.40252 8.93468 1.37922

Its LUMO energy is 0.03155 hartree. Its HOMO-LUMO gap is 1.564 eV. The calculation puts the HOMO energy at -0.7052 eV. As for the net charge: -2.

***

# C31H28BrF5N3PtS2Si

C31H28BrF5N3PtS2Si as an isolated structure (ωB97M-V/def2-TZVPD, the OMol25 dataset).

Geometry (Å):
Pt -0.00980 0.09582 -0.00951
C 0.93620 1.94520 -0.23409
Si -0.26598 3.16356 0.45628
C -1.90597 2.53320 -0.30221
N -2.02258 1.06632 -0.10397
C -2.58967 0.76833 1.23243
C -4.04859 1.22781 1.42062
C -4.84137 1.17025 0.10819
C -4.26851 0.07013 -0.77824
C -2.82361 0.39793 -1.17480
C -0.02682 4.96567 -0.07471
C 0.23092 6.00033 0.82685
C 0.48477 7.29208 0.38793
C 0.49622 7.57804 -0.96966
C 0.25087 6.56265 -1.88373
C -0.00486 5.27612 -1.43748
C -0.40098 3.12039 2.33585
C -1.35644 3.89254 3.00117
C -1.49388 3.83095 4.37969
C -0.66945 2.99402 5.11964
C 0.28274 2.21646 4.47512
C 0.41346 2.27897 3.09522
H 1.92210 1.96544 0.23664
H 1.07761 2.08955 -1.31170
H -1.83751 2.73149 -1.37447
H -2.79502 3.05715 0.06539
H -1.95928 1.23685 1.98175
H -2.52345 -0.30611 1.38704
H -4.08582 2.23471 1.84401
H -4.50406 0.55898 2.15408
H -4.77968 2.12326 -0.42441
H -5.89728 0.98684 0.31627
H -4.85791 -0.04229 -1.69041
H -4.31436 -0.88199 -0.24494
H -2.83917 1.05955 -2.04107
H -2.31140 -0.51387 -1.48232
H 0.23722 5.79017 1.89026
H 0.68013 8.07962 1.10603
H 0.69888 8.58445 -1.31424
H 0.26645 6.77446 -2.94618
H -0.18313 4.48676 -2.16156
H -2.00637 4.54600 2.42580
H -2.24444 4.43317 4.87794
H -0.77522 2.94389 6.19637
H 0.92042 1.55754 5.05159
H 1.14376 1.65436 2.59086
F -6.39282 -4.03540 0.02873
C -5.13833 -3.59882 0.10630
C -4.37799 -3.44794 -1.03983
F -4.93254 -3.71670 -2.22537
C -3.07016 -3.01196 -0.96241
F -2.41013 -2.84392 -2.10421
C -2.45303 -2.71082 0.25695
S -0.78773 -2.24292 0.42768
C -3.26263 -2.85796 1.39079
F -2.76633 -2.56053 2.59228
C -4.57228 -3.28507 1.32912
F -5.30103 -3.39602 2.44344
S 0.61442 -3.70754 -1.41002
C 1.11003 -4.80704 -0.28968
N 1.45757 -5.59906 0.48656
Br 6.41415 0.27043 0.40334
C 4.57203 -0.17642 0.29956
C 3.81785 -0.35489 1.46696
C 2.48251 -0.63281 1.35099
N 1.83604 -0.72378 0.13999
C 2.61878 -0.63444 -0.98892
C 3.95599 -0.36139 -0.95049
H 4.27985 -0.29682 2.44297
H 1.87432 -0.81453 2.22878
H 2.11419 -0.80526 -1.92977
H 4.52743 -0.30744 -1.86667

Its LUMO energy (alpha / beta) is 0.08074 / 0.04358 hartree. Its HOMO-LUMO gap (alpha / beta) is 4.396 / 6.828 eV. The calculation puts the HOMO energy (alpha / beta) at -2.1990 / -5.6418 eV. As for the net charge: -1. As for the multiplicity: 3.

***

# C31H28N5O6SW

C31H28N5O6SW as an isolated structure (ωB97M-V/def2-TZVPD, the OMol25 dataset).

Geometry (Å):
W 0.07335 0.66010 0.76754
O -0.68178 1.67837 2.16888
C -0.97602 1.46320 3.46758
C -0.60633 2.37842 4.43797
C -0.95103 2.11601 5.75446
C -1.66066 0.96973 6.10302
C -2.03517 0.06858 5.12837
C -1.68922 0.30054 3.79251
C -2.07491 -0.62252 2.76056
N -1.63687 -0.57867 1.55077
N -2.11318 -1.55918 0.70406
C -1.49877 -1.49263 -0.42048
O -0.56384 -0.55431 -0.62167
C -1.75790 -2.42730 -1.51928
C -2.42187 -3.62732 -1.26694
C -2.66213 -4.50924 -2.30528
C -2.24949 -4.19640 -3.59464
C -1.59586 -2.99881 -3.84899
C -1.34609 -2.11431 -2.81301
H -0.05131 3.26244 4.15722
H -0.65858 2.81595 6.52560
H -1.91476 0.78632 7.13714
H -2.58412 -0.82789 5.38781
H -2.76441 -1.42761 3.00055
H -2.73361 -3.86002 -0.25819
H -3.16814 -5.44477 -2.11014
H -2.43821 -4.88922 -4.40377
H -1.28328 -2.75527 -4.85543
H -0.84391 -1.17567 -3.00611
S 0.35446 4.10245 -2.26745
C 1.83053 4.04610 -1.40202
C 1.83384 3.08281 -0.44630
C 0.62319 2.31599 -0.40637
C -0.26822 2.81379 -1.33578
C -1.65612 2.40034 -1.29943
C -2.64437 2.82389 -2.17351
C -3.95700 2.46167 -1.92456
C -4.23602 1.70510 -0.79912
C -3.19061 1.29720 0.00944
N -1.91839 1.61160 -0.23778
H 2.61199 4.75223 -1.63320
H 2.65444 2.94781 0.23885
H -2.38359 3.44226 -3.02142
H -4.75003 2.78032 -2.58721
H -5.24634 1.42361 -0.54130
H -3.39149 0.70487 0.88866
O 2.97621 1.17375 3.51972
C 2.22184 0.71498 2.72171
O 1.72029 1.35258 1.66924
C 1.69482 -0.73471 2.74652
O 2.02354 -1.59225 3.49734
O 0.78274 -0.88282 1.76811
C 1.92338 -1.77308 -0.75157
C 3.18445 -2.35265 -1.43285
N 3.88366 -1.30795 -2.17027
C 4.44094 -0.37377 -1.20054
C 3.36468 0.04030 -0.16931
N 2.00607 -0.27479 -0.68891
C 1.93463 0.20746 -2.09782
C 2.90936 -0.59844 -2.99011
H 1.80754 -2.15822 0.25769
H 1.03832 -2.03115 -1.32323
H 2.89563 -3.14793 -2.12103
H 3.87144 -2.78215 -0.70311
H 4.82318 0.49722 -1.73482
H 5.28253 -0.84315 -0.69078
H 3.42995 1.09973 0.05055
H 3.49435 -0.50533 0.76650
H 2.19594 1.26302 -2.10425
H 0.90309 0.10937 -2.43232
H 3.43454 0.07848 -3.66508
H 2.37870 -1.32905 -3.60296

Its LUMO energy is -0.18306 hartree. Its HOMO-LUMO gap is 6.048 eV. The calculation puts the HOMO energy at -11.0296 eV. As for the net charge: +1.